Below is a structure of composition C33H38N2O4PPtS, with properties calculated with ωB97M-V/def2-TZVPD.

As for the energy above the lowest of the compared OMol25 structures with the same formula, charge and spin: 9.68 kcal/mol. Its HOMO energy (spin up / spin down) is -9.57 / -11.32 eV. As for the multiplicity: 3. As for the total charge: +1. The value obtained for the frontier orbital gap (spin up / spin down) is 7.46 / 7.47 eV.

Positions of all 80 atoms, in Å:
Pt -0.4251 -0.0391 0.0270
O 0.3759 -1.9217 1.4330
S -0.5690 -1.5367 2.5043
O -0.1285 -1.7869 3.8390
O -0.9768 -0.1231 2.2139
C -2.0183 -2.4878 2.1578
C -2.7737 -2.9405 3.2238
C -3.9206 -3.6865 2.9815
C -4.2990 -3.9670 1.6807
C -3.5424 -3.4965 0.6141
C -2.3899 -2.7519 0.8315
P -1.4113 -2.1116 -0.5751
C -2.5851 -1.9421 -1.9401
C -3.8124 -1.3148 -1.7228
C -4.6727 -1.0749 -2.7797
C -4.3100 -1.4473 -4.0682
C -3.0883 -2.0614 -4.2939
C -2.2252 -2.3086 -3.2346
C -0.2725 -3.4118 -1.0871
C -0.7377 -4.7025 -1.3268
C 0.1388 -5.6836 -1.7604
C 1.4788 -5.3770 -1.9599
C 1.9445 -4.0922 -1.7217
C 1.0703 -3.1097 -1.2809
H -2.4485 -2.7219 4.2310
H -4.5113 -4.0496 3.8108
H -5.1878 -4.5519 1.4886
H -3.8653 -3.7103 -0.3973
H -4.1067 -1.0280 -0.7211
H -5.6267 -0.5986 -2.5989
H -4.9823 -1.2593 -4.8942
H -2.8040 -2.3560 -5.2948
H -1.2753 -2.7915 -3.4226
H -1.7816 -4.9474 -1.1742
H -0.2236 -6.6856 -1.9441
H 2.1617 -6.1446 -2.2982
H 2.9891 -3.8575 -1.8739
H 1.4310 -2.1094 -1.0716
C 1.7477 4.6487 -0.8013
N 1.6608 3.1891 -0.5194
C 1.1220 2.9687 0.8571
C 0.9084 2.4487 -1.6282
C -0.5719 2.5795 -1.5097
C -1.2315 3.6461 -2.1248
C -2.6017 3.7901 -2.0043
C -3.3157 2.8584 -1.2577
C -2.6631 1.7880 -0.6678
C -1.2814 1.6121 -0.7898
H 2.2913 5.1299 0.0079
H 0.7337 5.0365 -0.8560
H 2.2624 4.7930 -1.7477
H 2.6012 2.7910 -0.5337
H 0.1553 3.4603 0.9230
H 1.8301 3.4088 1.5552
H 1.0217 1.9004 1.0269
H 1.2333 1.4148 -1.5331
H 1.3018 2.8714 -2.5532
H -0.6680 4.3537 -2.7232
H -3.1087 4.6133 -2.4877
H -4.3868 2.9618 -1.1447
H -3.2385 1.0782 -0.0880
O 2.5913 0.4693 -0.1405
C 3.4843 -0.2742 0.2640
C 4.8944 -0.1888 -0.2316
C 5.5376 0.8524 0.7208
C 5.3404 0.6399 2.2368
C 3.9220 0.8734 2.8012
C 2.9309 -0.2884 2.5783
N 3.3300 -1.0324 1.3807
H 4.9428 0.1462 -1.2658
H 5.4064 -1.1484 -0.1367
H 5.1359 1.8381 0.4599
H 6.6064 0.8916 0.5084
H 6.0071 1.3482 2.7317
H 5.7050 -0.3511 2.5264
H 3.5254 1.7885 2.3527
H 3.9963 1.0697 3.8712
H 1.9082 0.0647 2.4643
H 2.9322 -0.9874 3.4118
H 4.1033 -1.6583 1.5524


Below is a structure of composition C33H38N4STl at a distorted geometry, with properties calculated with ωB97M-V/def2-TZVPD.

As for the energy above the lowest of the compared OMol25 structures with the same formula, charge and spin: 0.00 kcal/mol. Its HOMO energy (spin up / spin down) is -3.17 / -3.17 eV. As for the multiplicity: 1. As for the total charge: -1. The value obtained for the frontier orbital gap (spin up / spin down) is 4.84 / 4.83 eV.

Positions of all 77 atoms, in Å:
Tl -1.3177 -1.1269 -0.4913
N 0.4773 -2.9509 3.3925
N -0.7845 -3.0869 -2.9121
C 0.8320 1.9799 -0.4115
C 1.7549 0.9310 -0.1400
C 1.5928 0.5490 1.2244
C 2.4350 -0.3588 2.0096
H 3.3048 -0.7109 1.4377
H 1.8739 -1.3559 2.3309
H 2.7908 0.0998 2.9521
C 0.4839 1.2782 1.7466
C 0.0086 1.2333 3.1384
H 0.4308 2.0738 3.7182
H 0.2902 0.3036 3.6521
H -1.0847 1.3242 3.1847
C 0.0624 2.2106 0.7632
C -0.8629 3.3357 1.0290
H -1.8363 3.0020 1.4269
H -1.0736 3.9536 0.1439
H -0.4387 4.0224 1.7886
C 2.8109 0.4554 -1.0558
H 3.6502 1.1723 -1.1080
H 2.4395 0.3359 -2.0858
H 3.2296 -0.5103 -0.7399
C 0.8270 2.8039 -1.6383
H -0.0999 3.3868 -1.7551
H 0.9373 2.1893 -2.5475
H 1.6655 3.5324 -1.6409
C -0.3698 -3.5534 4.1626
H -0.1650 -3.5085 5.2281
C -1.5016 -4.2465 3.6745
H -2.0577 -4.8378 4.3769
C -1.8057 -4.1434 2.3340
H -2.7932 -4.4371 1.9690
C -0.8409 -3.6587 1.4409
H -0.9687 -3.5773 0.3576
C 0.4290 -3.1355 1.9490
C 1.5785 -2.5622 1.4634
H 2.2145 -2.4751 0.5501
C -1.1281 -1.9172 -3.3027
C 0.3436 -3.3771 -3.6451
H 1.1281 -4.0406 -3.2004
C 0.3286 -2.6238 -4.8057
H 0.8076 -2.7706 -5.7819
N -0.5899 -1.5538 -4.5207
C -0.6364 -0.1914 -4.8877
C 0.5476 0.4593 -5.3258
C 0.3756 1.7308 -5.8196
H 1.1632 2.1774 -6.3985
C -0.8186 2.4296 -5.6065
C -1.0985 3.7035 -6.3321
H -1.6900 4.4232 -5.7488
H -1.6991 3.4764 -7.2288
H -0.1876 4.2065 -6.6736
C -1.8302 1.8820 -4.8294
H -2.7186 2.4251 -4.5874
C -1.7462 0.5651 -4.4250
C -2.7721 0.0118 -3.5056
H -2.3450 -0.8577 -2.8600
H -3.6628 -0.3997 -4.0231
H -3.1318 0.8205 -2.8489
C 1.8723 -0.2047 -5.1264
H 2.0367 -1.0832 -5.7693
H 2.0254 -0.5298 -4.0676
H 2.6870 0.4918 -5.3393
S -4.0942 -1.5021 0.6458
C -3.9859 -0.8214 2.1870
N -5.1281 -0.2217 2.6927
C -5.1925 0.2969 3.9598
C -4.2024 -0.0261 4.8640
C -2.9741 -0.5066 4.3736
C -2.8577 -0.8438 3.0299
H -5.9419 -0.2014 2.0826
H -6.0503 0.9255 4.1782
H -4.3794 0.1017 5.9251
H -2.1192 -0.6053 5.0384
H -1.9146 -1.1951 2.6101


Below is a structure of composition C33H38N4Zn at a distorted geometry, with properties calculated with ωB97M-V/def2-TZVPD.

Its HOMO energy is -7.56 eV. As for the multiplicity: 1. As for the total charge: 0. The value obtained for the frontier orbital gap is 6.74 eV.

Positions of all 76 atoms, in Å:
Zn -0.2751 -0.2922 -0.0545
C -0.0358 -3.0843 -2.3620
C 1.1319 -3.4780 -1.4533
C 0.7772 -3.4190 0.0387
C 2.4077 -2.7041 -1.7301
C 3.5160 -3.4555 -2.1043
C 4.7449 -2.8742 -2.3568
C 4.8878 -1.5162 -2.1603
C 3.8177 -0.7175 -1.7718
C 4.1481 0.7310 -1.4239
C 4.6484 1.5207 -2.6387
C 5.1926 0.7847 -0.3019
C 2.5371 -1.3053 -1.6172
N 1.4189 -0.4802 -1.3185
C 1.2529 0.5624 -2.0949
C 0.3748 1.6180 -1.8084
C 0.2063 2.8454 -2.4652
C -0.7268 3.5517 -1.7211
C -1.1095 2.7271 -0.6439
N -0.4369 1.5716 -0.6928
C -2.1697 2.9913 0.3951
C -1.6398 2.6762 1.7986
C -2.6151 4.4552 0.3528
C -3.3813 2.0941 0.0927
H -0.9235 -3.6546 -2.0850
H 0.2056 -3.3045 -3.4036
H -0.2714 -2.0271 -2.2800
H 1.3555 -4.5248 -1.6745
H 0.7140 -2.3905 0.3906
H 1.5479 -3.9218 0.6256
H -0.1786 -3.9112 0.2276
H 3.4054 -4.5279 -2.2110
H 5.5870 -3.4761 -2.6727
H 5.8621 -1.0630 -2.2965
H 3.2581 1.2288 -1.0449
H 5.5943 1.1175 -3.0035
H 4.8085 2.5663 -2.3694
H 3.9356 1.4901 -3.4639
H 6.1655 0.4280 -0.6420
H 4.8806 0.1719 0.5452
H 5.3171 1.8128 0.0441
H 1.8178 0.6308 -3.0232
H 0.7315 3.1725 -3.3499
H -1.0855 4.5482 -1.9188
H -0.7526 3.2735 2.0185
H -1.3770 1.6226 1.8900
H -2.4045 2.9023 2.5443
H -1.7742 5.1250 0.5429
H -3.3706 4.6280 1.1208
H -3.0533 4.7065 -0.6141
H -3.1056 1.0394 0.1441
H -3.7645 2.3005 -0.9083
H -4.1782 2.2813 0.8162
C 2.8028 1.2235 4.6540
C 1.9413 0.2501 5.1481
C 1.0177 -0.3517 4.3154
C 0.9488 0.0238 2.9713
C 1.8242 0.9850 2.4735
C 2.7406 1.5886 3.3177
N 0.0200 -0.5254 2.0629
N -0.9298 -1.1691 2.5618
C -1.8703 -1.7177 1.6882
C -2.8475 -2.5138 2.2993
C -3.8172 -3.1098 1.5208
C -3.8097 -2.8965 0.1453
C -2.8334 -2.1014 -0.4455
C -1.8377 -1.4821 0.3001
H 3.5231 1.6913 5.3122
H 1.9945 -0.0412 6.1889
H 0.3446 -1.1134 4.6796
H 1.7546 1.2607 1.4265
H 3.4103 2.3459 2.9318
H -2.8117 -2.6637 3.3715
H -4.5740 -3.7387 1.9709
H -4.5733 -3.3566 -0.4706
H -2.8677 -1.9643 -1.5214


no.,electronic energy (Ha)
1,-2549.389898
2,-2069.657046
3,-3278.659746